29
Properties=species:S:1:pos:R:3 method="wB97M-V/def2-TZVPD" multiplicity=3 homo_ev="-17.33 / -18.35" total_charge=+2 gap_ev="10.8 / 8.9" s_squared=2.006 mol_weight_g_mol=252.66
Pd -0.485 0.057 0.156
C 2.008 1.524 -0.953
C 1.800 1.851 0.520
N 1.304 0.688 1.287
C 2.206 -0.467 1.491
C 2.250 -1.414 0.289
N 0.895 -1.648 -0.253
C 0.773 -1.711 -1.723
C 1.210 -0.390 -2.371
N 0.857 0.783 -1.531
H 2.911 0.931 -1.073
H 2.175 2.456 -1.493
H 1.054 2.640 0.623
H 2.740 2.225 0.935
H 1.018 1.022 2.201
H 1.830 -1.012 2.357
H 3.220 -0.131 1.723
H 2.701 -2.354 0.609
H 2.880 -1.018 -0.500
H 0.490 -2.480 0.163
H -0.276 -1.906 -1.950
H 1.357 -2.532 -2.147
H 0.733 -0.318 -3.347
H 2.283 -0.394 -2.554
H 0.273 1.423 -2.056
N -2.757 0.198 0.378
H -3.212 -0.707 0.305
H -3.213 0.800 -0.301
H -3.007 0.565 1.293

***

53
Properties=species:S:1:pos:R:3 method="wB97M-V/def2-TZVPD" multiplicity=2 homo_ev="-1.98 / -10.16" gap_ev="2.4 / 10.5" s_squared=0.751 de_lowest_kcal_mol=0.0 mol_weight_g_mol=262.41
N 0.329 0.170 -0.420
H 0.729 0.347 0.490
H -0.167 0.982 -0.758
H -0.260 -0.641 -0.296
H 1.076 -0.083 -1.051
C 0.550 -3.244 1.080
O -0.538 -2.691 0.392
H 0.989 -2.394 1.602
H 0.211 -4.059 1.719
H 1.300 -3.663 0.409
H -0.695 -3.198 -0.408
C 1.899 1.561 2.316
O 1.220 0.344 2.213
H 2.958 1.383 2.499
H 1.839 2.259 1.481
H 1.434 2.252 3.019
H 0.942 0.011 3.070
C -2.856 -0.155 -2.879
C -2.131 1.091 -3.210
C -3.035 2.179 -3.843
O -1.537 1.541 -2.027
H -2.970 -0.689 -3.822
H -3.837 0.076 -2.463
H -2.265 -0.900 -2.347
H -1.311 0.981 -3.919
H -2.503 3.126 -3.922
H -3.921 2.348 -3.231
H -3.409 1.942 -4.839
H -1.196 2.424 -2.186
C -2.391 0.648 4.260
C -1.523 -0.554 4.409
C -1.544 -1.384 3.149
O -0.234 -0.137 4.691
H -1.812 1.307 3.612
H -2.736 1.210 5.127
H -3.267 0.374 3.672
H -1.853 -1.159 5.253
H -0.669 -2.035 3.153
H -1.718 -0.882 2.198
H -2.301 -2.168 3.164
H -0.196 0.257 5.565
C 2.878 1.473 -1.980
C 2.955 0.042 -2.673
C 3.891 -0.964 -1.895
O 1.694 -0.482 -2.691
H 3.768 2.093 -2.084
H 2.617 1.470 -0.921
H 1.978 2.001 -2.296
H 3.353 0.276 -3.661
H 3.520 -1.413 -0.974
H 4.877 -0.562 -1.661
H 4.217 -1.774 -2.549
H 1.652 -0.939 -3.534

***

70
Properties=species:S:1:pos:R:3 method="wB97M-V/def2-TZVPD" multiplicity=3 homo_ev="-13.24 / -13.25" total_charge=+2 gap_ev="5.9 / 5.9" s_squared=2.003 de_lowest_kcal_mol=10.8 mol_weight_g_mol=770.01
Pr 0.479 0.576 -1.926
C -0.269 1.528 2.516
C -0.676 0.943 1.293
N 0.197 1.301 0.340
N 1.040 2.171 0.899
C 0.790 2.334 2.202
B 2.216 2.726 0.047
N 1.644 3.377 -1.306
C 1.069 4.558 -1.447
C 0.647 4.667 -2.783
C 1.053 3.492 -3.391
N 1.653 2.723 -2.496
N 3.119 1.510 -0.350
C 4.408 1.345 -0.041
C 4.861 0.101 -0.501
C 3.746 -0.431 -1.143
N 2.696 0.394 -1.011
N 3.008 3.760 0.759
C 3.755 4.764 0.194
C 4.698 5.128 1.105
C 4.451 4.304 2.234
N 3.427 3.504 2.016
H -0.772 1.476 3.463
H -1.494 0.287 1.031
H 1.398 2.992 2.763
H 0.990 5.188 -0.563
H 0.131 5.486 -3.232
H 0.974 3.165 -4.412
H 5.019 2.125 0.463
H 5.850 -0.310 -0.583
H 3.597 -1.338 -1.707
H 3.589 5.111 -0.790
H 5.397 5.903 1.032
H 4.859 4.299 3.179
C -1.892 -4.286 3.469
Ge -2.107 -3.552 1.668
C -3.769 -2.686 1.360
C -4.323 -1.985 2.464
C -5.660 -1.569 2.427
C -6.381 -1.859 1.252
C -5.813 -2.511 0.165
C -4.495 -2.984 0.208
C -0.714 -3.597 0.391
C 0.503 -4.150 0.831
C 1.671 -4.044 0.042
C 1.557 -3.559 -1.224
C 0.347 -3.040 -1.734
C 0.276 -2.514 -3.042
C -0.814 -1.756 -3.453
C -1.895 -1.505 -2.535
C -1.817 -2.104 -1.301
C -0.762 -2.908 -0.847
H -1.592 -3.510 4.209
H -1.195 -5.109 3.557
H -2.913 -4.687 3.660
H -3.768 -1.901 3.410
H -6.141 -1.136 3.295
H -7.404 -1.507 1.213
H -6.396 -2.739 -0.743
H -3.986 -3.482 -0.601
H 0.579 -4.586 1.791
H 2.584 -4.504 0.406
H 2.421 -3.593 -1.898
H 1.129 -2.695 -3.716
H -0.792 -1.383 -4.503
H -2.759 -0.995 -2.840
H -2.677 -1.876 -0.669
S -4.122 2.146 -0.952
C -2.708 1.715 -1.548
N -1.721 1.295 -2.070

***

62
Properties=species:S:1:pos:R:3 method="wB97M-V/def2-TZVPD" multiplicity=1 homo_ev=-8.46 gap_ev=8.3 mol_weight_g_mol=642.37
N 3.966 1.989 4.331
C 4.030 1.432 2.963
C 3.682 2.608 1.988
O 4.330 2.497 0.686
S 3.999 0.951 0.158
O 4.107 0.886 -1.299
O 2.372 0.795 0.458
C 2.090 0.082 1.678
C 0.653 0.473 2.210
C 0.562 1.108 3.463
C -0.737 1.437 4.004
C -1.802 1.086 3.120
C -1.502 0.486 1.875
N -0.322 0.124 1.341
P 1.914 -1.770 1.138
O 0.772 -2.511 2.142
I 1.078 -1.867 -1.171
C 3.219 0.079 2.754
H 3.962 1.260 5.038
H 3.189 2.637 4.435
H 5.112 1.195 2.794
H 4.136 3.526 2.435
H 2.594 2.831 1.900
H 1.440 1.374 4.073
H -0.928 1.913 4.978
H -2.848 1.300 3.394
H -2.386 0.271 1.213
H 1.302 -2.892 2.863
H 3.955 -0.713 2.462
H 2.840 -0.248 3.752
C 1.592 -2.751 -5.961
O 1.476 -2.943 -7.158
N 0.533 -2.799 -5.103
N 2.791 -2.471 -5.374
H 0.612 -2.644 -4.116
H -0.368 -3.003 -5.496
H 3.595 -2.427 -5.974
H 2.908 -2.310 -4.390
C -5.491 0.315 0.379
O -4.671 0.348 1.284
N -5.135 0.273 -0.932
N -6.835 0.316 0.609
H -5.794 0.244 -1.689
H -4.152 0.271 -1.142
H -7.136 0.346 1.567
H -7.526 0.288 -0.118
C -5.305 -4.049 0.213
O -4.496 -3.982 -0.695
N -5.800 -2.942 0.837
N -5.786 -5.237 0.682
H -6.466 -2.974 1.585
H -5.466 -2.050 0.518
H -5.444 -6.074 0.245
H -6.452 -5.314 1.427
C 2.890 4.158 -4.079
O 2.594 5.340 -4.136
N 2.989 3.372 -5.191
N 3.146 3.520 -2.905
H 3.230 2.400 -5.167
H 2.807 3.808 -6.077
H 3.084 4.063 -2.063
H 3.392 2.547 -2.840

***

18
Properties=species:S:1:pos:R:3 method="wB97M-V/def2-TZVPD" multiplicity=1 homo_ev=-2.24 smiles="C/C=C/CCC[O-]" total_charge=-1 gap_ev=6.0 de_lowest_kcal_mol=36.8 mol_weight_g_mol=99.15
C -1.730 0.550 1.255
O -2.270 -0.237 2.115
C -1.328 -0.136 -0.199
C -0.484 0.829 -1.078
C 1.077 0.649 -1.025
C 1.660 -0.587 -0.962
C 2.962 -0.952 -0.308
H -2.358 1.467 0.973
H -0.707 0.887 1.658
H -2.120 -0.645 -0.772
H -0.786 -1.159 0.124
H -0.749 1.881 -0.809
H -0.609 0.648 -2.193
H 1.478 1.372 -0.357
H 1.159 -1.440 -1.418
H 2.963 -2.052 -0.004
H 3.917 -0.736 -0.855
H 3.029 -0.456 0.627

***

15
Properties=species:S:1:pos:R:3 method="wB97M-V/def2-TZVPD" multiplicity=1 homo_ev=-8.24 gap_ev=9.1 de_lowest_kcal_mol=136.3 mol_weight_g_mol=96.13
C -0.471 1.253 -1.420
C -0.866 0.650 0.372
N -0.201 -0.384 -0.845
C 0.079 -0.469 0.582
C 1.513 -0.207 0.989
C -0.497 -1.685 1.145
N -0.951 -2.642 1.614
H -1.310 1.946 -1.309
H 0.468 1.777 -1.270
H -0.508 0.873 -2.453
H -1.905 0.302 0.455
H -0.944 -1.018 -1.132
H 1.852 0.721 0.522
H 1.576 -0.090 2.074
H 2.166 -1.028 0.677

***

13
Properties=species:S:1:pos:R:3 method="wB97M-V/def2-TZVPD" multiplicity=1 homo_ev=-8.30 gap_ev=8.6 de_lowest_kcal_mol=115.2 mol_weight_g_mol=85.11
C -1.043 -1.476 -0.615
C -0.025 -0.418 -0.994
O 0.757 -0.554 -1.928
C -0.155 0.955 -0.431
C 0.562 1.093 1.270
N 1.036 1.618 -0.029
H -1.930 -1.370 -1.251
H -1.373 -1.383 0.426
H -0.623 -2.471 -0.785
H -0.565 0.869 1.009
H 1.043 0.180 1.620
H 0.459 1.873 2.031
H 1.860 1.085 -0.321

***

76
Properties=species:S:1:pos:R:3 method="wB97M-V/def2-TZVPD" multiplicity=1 homo_ev="-3.58 / -3.58" total_charge=-1 gap_ev="4.9 / 4.9" de_lowest_kcal_mol=30.4 mol_weight_g_mol=825.34
Ti 0.596 -0.356 -0.180
O -0.378 -0.997 3.181
S 0.793 -0.456 2.516
O 1.886 -0.074 3.355
O 1.239 -1.414 1.395
O 0.369 0.680 1.577
Cl 3.391 1.426 0.863
C 3.714 2.410 -0.530
C 4.987 2.382 -1.070
C 5.285 3.156 -2.175
C 4.289 3.906 -2.774
C 3.007 3.888 -2.254
Cl 1.758 4.646 -3.183
C 2.689 3.194 -1.078
N 1.416 3.204 -0.515
C 0.621 4.321 -0.283
C 1.161 5.607 -0.346
C 0.371 6.727 -0.162
C -0.981 6.586 0.108
C -1.507 5.308 0.228
C -0.740 4.162 0.053
C -1.377 2.833 0.413
C -1.584 1.711 -0.608
O -2.706 1.461 -1.021
O -0.545 0.996 -0.958
H 5.733 1.750 -0.608
H 6.277 3.130 -2.604
H 4.473 4.453 -3.687
H 1.022 2.326 -0.221
H 2.218 5.721 -0.552
H 0.819 7.710 -0.232
H -1.615 7.452 0.249
H -2.553 5.188 0.485
H -2.376 3.055 0.780
H -0.817 2.384 1.235
C -3.161 -4.232 -0.117
N -3.807 -2.948 -0.679
C -4.904 -2.493 0.275
N -4.408 -2.319 1.595
C -3.820 -3.576 2.064
N -2.732 -4.047 1.220
C -1.543 -3.173 1.292
P -1.907 -1.462 0.717
C -2.783 -1.865 -0.869
C -3.454 -1.189 1.701
H -2.315 -4.469 -0.764
H -3.941 -4.995 -0.178
H -4.223 -3.170 -1.583
H -5.667 -3.272 0.257
H -5.303 -1.561 -0.125
H -4.608 -4.335 2.084
H -3.443 -3.432 3.074
H -0.743 -3.589 0.667
H -1.190 -3.109 2.320
H -2.050 -2.219 -1.591
H -3.274 -0.965 -1.244
H -3.948 -0.275 1.363
H -3.180 -1.056 2.748
O 3.950 -5.566 -4.080
N 4.234 -4.420 -4.385
O 5.084 -4.132 -5.215
C 3.567 -3.330 -3.677
C 3.914 -2.035 -4.000
C 3.267 -1.015 -3.312
C 2.351 -1.245 -2.284
O 1.911 -0.277 -1.484
C 1.934 -2.600 -2.084
C 2.592 -3.640 -2.750
N 0.979 -2.900 -1.181
O 0.536 -4.119 -0.974
O 0.004 -1.917 -1.028
N 3.566 0.341 -3.731
O 2.682 1.172 -3.656
O 4.683 0.568 -4.177
H 4.643 -1.810 -4.760
H 2.312 -4.657 -2.529

***

15
Properties=species:S:1:pos:R:3 method="wB97M-V/def2-TZVPD" multiplicity=1 homo_ev="-13.78 / -14.81" total_charge=+1 gap_ev="7.8 / 8.4" de_lowest_kcal_mol=116.3 mol_weight_g_mol=85.13
C 1.342 -0.440 0.289
C -0.301 -0.256 -2.434
C 0.137 0.129 0.431
C -0.789 -0.169 1.572
C -0.378 1.084 -0.527
O -0.516 0.836 -1.831
H 2.026 -0.131 -0.486
H 1.706 -1.169 0.990
H -0.444 -0.245 -3.506
H 0.010 -1.163 -1.925
H -1.178 0.746 2.013
H -1.641 -0.745 1.211
H -0.282 -0.746 2.336
H 1.399 2.480 -1.341
H -0.941 1.951 -0.212

***

9
Properties=species:S:1:pos:R:3 method="wB97M-V/def2-TZVPD" multiplicity=2 homo_ev="-7.14 / -7.54" gap_ev="5.8 / 6.1" s_squared=0.758 de_lowest_kcal_mol=53.7 mol_weight_g_mol=193.91
O -0.233 0.348 0.530
C -0.616 -1.036 0.493
C 0.417 -1.913 0.429
O 1.645 -1.767 0.292
Ag 2.141 0.465 0.491
H -1.669 -1.242 0.666
C -0.979 1.000 -0.338
O -0.113 1.719 -1.060
H -0.593 2.427 -1.504

***

69
Properties=species:S:1:pos:R:3 method="wB97M-V/def2-TZVPD" multiplicity=4 homo_ev="-8.69 / -9.21" total_charge=+1 gap_ev="7.0 / 7.5" s_squared=3.753 de_lowest_kcal_mol=38.1 mol_weight_g_mol=461.48
V -0.272 0.154 0.078
C -2.204 2.477 2.852
C -2.253 0.982 2.900
O -1.581 0.437 1.803
H -1.209 2.883 3.033
H -2.849 2.852 3.647
H -2.550 2.872 1.897
H -3.297 0.668 2.905
H -1.890 0.630 3.865
C -3.015 0.130 -1.837
O -1.994 0.559 -1.301
N -3.053 -1.018 -2.573
C -1.942 -1.907 -2.625
C -4.273 -1.466 -3.200
H -4.021 0.576 -1.804
H -2.113 -2.740 -1.943
H -1.085 -1.342 -2.259
H -1.766 -2.204 -3.659
H -5.117 -0.807 -2.994
H -4.098 -1.629 -4.263
H -4.464 -2.475 -2.835
C 2.474 -0.637 1.801
O 1.610 -0.075 1.086
N 2.245 -1.181 3.051
C 3.264 -1.938 3.805
C 1.014 -1.025 3.766
H 3.506 -0.735 1.433
H 2.780 -2.901 3.974
H 3.448 -1.511 4.791
H 4.206 -2.077 3.275
H 1.245 -0.721 4.787
H 0.312 -0.258 3.442
H 0.431 -1.933 3.925
C 0.836 3.481 0.193
O 0.402 2.331 0.166
N 2.170 3.685 0.215
C 2.611 5.020 0.536
C 3.129 2.655 -0.155
H 0.253 4.411 0.276
H 1.950 5.479 1.271
H 2.662 5.695 -0.319
H 3.629 4.894 0.906
H 3.548 2.348 0.804
H 2.762 1.744 -0.628
H 3.950 3.128 -0.693
C 1.410 0.548 -2.861
O 0.984 0.166 -1.744
N 0.858 1.491 -3.675
C 1.398 1.735 -5.059
C -0.359 2.258 -3.290
H 2.342 0.183 -3.318
H 2.278 1.105 -5.187
H 1.662 2.789 -5.142
H 0.786 1.673 -5.959
H -0.492 2.342 -2.212
H -0.228 3.237 -3.753
H -1.205 1.804 -3.806
C 0.310 -3.112 0.345
O 0.040 -1.993 -0.115
N -0.614 -3.843 1.031
C -0.221 -5.230 1.452
C -2.031 -3.567 1.199
H 1.291 -3.591 0.203
H 0.843 -5.401 1.616
H -0.672 -5.944 0.763
H -0.551 -5.497 2.456
H -2.321 -2.708 0.593
H -2.553 -4.449 0.828
H -2.345 -3.506 2.241

***

64
Properties=species:S:1:pos:R:3 method="wB97M-V/def2-TZVPD" multiplicity=1 homo_ev=-9.62 gap_ev=9.7 de_lowest_kcal_mol=21.4 mol_weight_g_mol=523.22
C 0.970 5.465 -0.090
O 1.048 4.731 -1.302
C 0.053 3.748 -1.480
C -0.744 4.004 -2.751
C -1.721 2.835 -3.034
C -0.939 1.748 -3.766
N -1.534 0.370 -3.729
B -0.482 -0.523 -4.383
O 0.679 -0.822 -3.685
O -0.705 -0.954 -5.631
C 0.366 -1.652 -6.273
S -1.751 -0.207 -2.215
O -1.579 -1.616 -2.152
O -3.006 0.251 -1.730
F -0.706 0.516 -1.294
H 0.395 4.957 0.683
H 0.591 6.468 -0.301
H 1.980 5.590 0.301
H 0.558 2.778 -1.533
H -0.647 3.684 -0.642
H -0.016 4.008 -3.570
H -1.239 4.972 -2.753
H -2.542 3.238 -3.621
H -2.104 2.515 -2.068
H 0.093 1.780 -3.408
H -0.918 2.027 -4.820
H 1.335 -0.120 -3.725
H 0.593 -2.574 -5.745
H 1.266 -1.044 -6.329
H 0.063 -1.904 -7.284
C 3.560 1.383 4.891
O 3.234 0.718 3.662
P 1.897 1.183 2.922
O 2.034 2.601 2.567
O 0.878 0.977 4.185
C 0.906 -0.214 4.973
O 0.975 0.473 1.829
C -0.322 1.050 1.637
H 4.594 1.708 4.814
H 2.918 2.239 5.078
H 3.469 0.671 5.711
H 0.948 0.068 6.024
H 1.769 -0.840 4.743
H -0.008 -0.782 4.796
H -0.234 2.077 1.288
H -0.911 1.011 2.550
H -0.818 0.459 0.880
C 1.558 -4.634 1.269
O 0.819 -3.639 1.990
P -0.675 -4.022 2.421
O -0.608 -5.178 3.322
O -1.220 -4.441 0.942
C -0.966 -3.601 -0.194
O -1.933 -3.126 2.837
C -3.203 -3.791 2.847
H 2.518 -4.743 1.766
H 1.045 -5.591 1.247
H 1.719 -4.282 0.250
H -0.559 -4.218 -0.994
H -0.255 -2.807 0.035
H -1.900 -3.163 -0.528
H -3.200 -4.603 3.571
H -3.455 -4.165 1.857
H -3.935 -3.044 3.142